No. 1
This record from the OMol25 dataset describes a structure of composition C22H33BaGeN4O2 in a non-equilibrium geometry. The level of theory is ωB97M-V/def2-TZVPD.

Results
Net charge: +3
Calculated total energy: -90593.56259 eV
Orbital gap: 8.51 eV
Largest force on an atom: 2.29 eV/Å
Relative energy (zero: lowest compared OMol25 entry of this formula, charge and spin): 0.600 eV
Spin multiplicity: 1
LUMO: -7.50 eV
Molar mass: 595.5 g mol⁻¹
Highest occupied orbital energy: -16.00 eV

CARTESIAN COORDINATES (ANGSTROEM)
Ba  1.226  0.352  -1.417
N  5.113  -0.647  3.675
C  3.791  -0.692  2.895
C  4.052  -0.554  1.399
C  4.222  0.882  0.900
N  4.087  0.872  -0.574
C  3.214  1.878  1.513
C  2.158  1.238  2.404
N  1.140  0.511  1.582
C  2.840  0.372  3.465
H  5.757  -1.380  3.366
H  4.965  -0.777  4.680
H  5.592  0.250  3.561
H  3.424  -1.696  3.103
H  3.190  -1.028  0.923
H  4.909  -1.165  1.100
H  5.232  1.215  1.168
H  4.805  0.280  -0.987
H  4.313  1.807  -0.912
H  2.723  2.447  0.719
H  3.749  2.630  2.096
H  1.650  2.029  2.957
H  0.338  1.134  1.506
H  0.768  -0.282  2.100
H  2.120  -0.091  4.141
H  3.404  1.077  4.084
Ge  -3.061  0.561  -1.775
C  -3.612  -0.491  -0.309
C  -4.264  -0.001  0.828
C  -4.673  -0.862  1.833
C  -4.443  -2.227  1.715
C  -3.807  -2.735  0.593
C  -3.397  -1.872  -0.413
C  -3.754  2.243  -2.270
C  -4.487  3.087  -1.426
C  -4.948  4.311  -1.883
C  -4.687  4.708  -3.188
C  -3.969  3.885  -4.044
C  -3.507  2.660  -3.587
H  -2.630  -0.274  -2.969
H  -4.475  1.057  0.939
H  -5.190  -0.473  2.700
H  -4.782  -2.899  2.493
H  -3.658  -3.802  0.493
H  -2.942  -2.292  -1.305
H  -4.720  2.796  -0.408
H  -5.522  4.953  -1.228
H  -5.058  5.660  -3.545
H  -3.785  4.193  -5.064
H  -2.974  2.016  -4.279
O  0.395  2.555  -1.002
C  -0.791  2.309  -1.207
O  -1.210  1.068  -1.145
H  -1.512  3.091  -1.466
C  2.069  -5.626  -2.331
C  0.796  -4.863  -1.967
C  1.057  -3.440  -1.664
N  1.263  -2.333  -1.426
H  1.819  -6.677  -2.458
H  2.819  -5.550  -1.546
H  2.493  -5.262  -3.265
H  0.296  -5.277  -1.089
H  0.069  -4.860  -2.781

=====

No. 2
This record from the OMol25 dataset describes a structure of composition C22H33CaO17 in a non-equilibrium geometry. The level of theory is ωB97M-V/def2-TZVPD.

Results
Net charge: +1
Calculated total energy: -76590.52393 eV
Orbital gap: 5.56 eV
Largest force on an atom: 2.65 eV/Å
Relative energy (zero: lowest compared OMol25 entry of this formula, charge and spin): 6.907 eV
Spin multiplicity: 1
LUMO: -6.76 eV
Molar mass: 609.6 g mol⁻¹
Highest occupied orbital energy: -12.32 eV

CARTESIAN COORDINATES (ANGSTROEM)
Ca  28.668  -3.411  0.482
C  28.062  0.787  0.740
C  28.558  -0.640  0.707
O  28.802  -1.136  -0.441
O  28.581  -1.404  1.714
H  27.920  1.151  -0.276
H  28.768  1.514  1.150
H  27.142  0.900  1.312
C  27.958  4.111  1.914
C  26.658  3.676  2.551
C  26.513  4.187  4.004
O  25.374  5.020  3.992
C  24.818  5.041  2.766
O  23.856  5.654  2.464
O  25.558  4.312  1.912
H  27.954  3.967  0.833
H  28.797  3.571  2.358
H  28.181  5.167  2.070
H  26.547  2.595  2.562
H  27.332  4.806  4.373
H  26.489  3.330  4.681
C  25.302  0.635  -2.354
C  24.206  0.400  -1.330
C  24.276  -0.949  -0.560
O  24.310  -0.584  0.807
C  24.362  0.750  0.930
O  24.502  1.291  1.983
O  24.402  1.344  -0.266
H  25.209  -0.193  -3.060
H  26.295  0.653  -1.909
H  25.105  1.591  -2.835
H  23.240  0.405  -1.837
H  25.144  -1.560  -0.838
H  23.420  -1.596  -0.751
C  27.974  -1.075  -4.147
C  28.995  -1.931  -4.876
C  28.832  -3.451  -4.818
O  28.788  -3.845  -6.176
C  28.824  -2.787  -7.002
O  28.861  -2.873  -8.183
O  28.774  -1.654  -6.270
H  26.961  -1.211  -4.521
H  28.222  -0.021  -4.263
H  27.964  -1.233  -3.061
H  30.030  -1.653  -4.665
H  27.860  -3.721  -4.393
H  29.637  -3.976  -4.307
C  26.736  0.277  4.574
C  27.557  -0.757  5.312
C  28.966  -1.016  4.794
O  29.743  -1.062  5.973
C  29.026  -0.702  7.056
O  29.411  -0.696  8.178
O  27.784  -0.359  6.661
H  25.781  0.479  5.059
H  26.515  -0.063  3.561
H  27.242  1.244  4.547
H  27.004  -1.699  5.431
H  29.311  -0.222  4.123
H  29.088  -1.949  4.243
C  30.598  1.453  -4.238
C  30.271  1.352  -2.752
C  31.349  0.719  -1.860
O  31.492  1.690  -0.809
C  30.627  2.717  -1.003
O  30.435  3.583  -0.222
O  30.036  2.624  -2.202
H  29.752  1.910  -4.754
H  30.912  0.506  -4.667
H  31.375  2.212  -4.364
H  29.384  0.718  -2.620
H  32.266  0.735  -2.454
H  31.073  -0.278  -1.534

=====

No. 3
This record from the OMol25 dataset describes a structure of composition C22H33F6N3O6ReS2Si2 in a non-equilibrium geometry. The level of theory is ωB97M-V/def2-TZVPD.

Results
Expectation value of S²: 2.237
Net charge: -1
Calculated total energy: -95962.69761 eV
Orbital gap (alpha / beta): 6.77 / 5.33 eV
Largest force on an atom: 1.33 eV/Å
Relative energy (zero: lowest compared OMol25 entry of this formula, charge and spin): 2.561 eV
Spin multiplicity: 3
LUMO (alpha / beta): 2.44 / 2.43 eV
Molar mass: 856.0 g mol⁻¹
Highest occupied orbital energy (alpha / beta): -4.33 / -2.89 eV

CARTESIAN COORDINATES (ANGSTROEM)
Re  -0.373  -0.093  -1.412
C  -2.700  1.317  3.002
Si  -2.102  0.367  1.468
C  -1.750  -1.392  2.063
C  -3.680  0.118  0.443
C  -0.924  1.373  0.457
C  -1.761  2.069  -0.556
C  -2.511  3.222  -0.448
C  -3.231  3.693  -1.546
C  -3.178  2.963  -2.728
C  -2.415  1.814  -2.793
N  -1.702  1.372  -1.733
Si  0.682  2.298  0.506
C  2.386  1.588  0.872
C  0.552  3.783  1.693
C  0.964  3.090  -1.197
H  -3.447  0.734  3.549
H  -3.163  2.263  2.707
H  -1.887  1.548  3.695
H  -2.649  -1.988  1.885
H  -1.546  -1.429  3.136
H  -0.926  -1.873  1.541
H  -4.389  -0.498  1.004
H  -3.449  -0.404  -0.490
H  -4.178  1.054  0.181
H  -2.527  3.740  0.503
H  -3.809  4.606  -1.485
H  -3.725  3.279  -3.607
H  -2.343  1.225  -3.699
H  2.574  1.389  1.925
H  3.111  2.332  0.531
H  2.562  0.666  0.322
H  0.406  3.470  2.732
H  -0.292  4.422  1.422
H  1.460  4.394  1.658
H  1.052  2.337  -1.989
H  1.898  3.657  -1.183
H  0.157  3.768  -1.486
F  2.753  -1.474  -3.355
C  2.885  -2.747  -3.711
F  4.190  -3.048  -3.700
F  2.443  -2.884  -4.970
S  1.965  -3.878  -2.580
O  0.577  -3.544  -2.742
O  2.414  -5.176  -2.986
N  2.586  -3.487  -1.191
S  1.873  -2.556  -0.124
O  1.068  -3.307  0.788
O  1.345  -1.344  -0.743
C  3.559  -2.153  0.652
F  4.285  -1.544  -0.286
F  3.618  -1.410  1.747
F  4.121  -3.328  0.959
O  1.212  -0.712  2.099
N  1.252  -0.829  3.362
C  1.532  -2.032  3.928
C  1.606  -2.168  5.296
C  1.383  -1.078  6.124
C  1.056  0.132  5.531
C  0.987  0.237  4.160
H  1.662  -2.835  3.218
H  1.832  -3.144  5.703
H  1.451  -1.173  7.198
H  0.842  1.009  6.125
H  0.712  1.135  3.630
C  -0.057  -0.823  -5.558
O  0.220  -0.447  -4.217
C  -0.577  -0.873  -3.185
C  -1.687  -1.833  -3.539
H  -1.086  -0.587  -5.844
H  0.134  -1.885  -5.724
H  0.626  -0.242  -6.175
H  -1.427  -2.497  -4.363
H  -2.605  -1.294  -3.799
H  -1.896  -2.456  -2.670